Entry 1:
C29H37NO3 | wB97M-V/def2-TZVPD

Output
M   447.62 Da
E_LUMO   -2.44 eV
Total energy   -1407.61096 a.u.
Charge   0
Energy relative to the best compared isomer or geometry (same formula, charge and spin)   0.000 eV

```
70
Properties=species:S:1:pos:R:3:forces:R:3
C -4.112283 -2.979379 1.708441 0.090 0.398 0.115
C 2.500372 1.671699 -5.775517 -0.438 -0.288 0.322
H 0.987291 -1.381299 -3.795993 0.126 0.080 -0.525
C -0.298067 -0.232231 2.386071 -0.057 0.893 0.313
H 1.501435 -1.541127 -6.290182 -0.049 0.180 0.245
C 2.235169 0.473556 -6.434398 -0.282 -0.542 0.283
C -2.087762 -3.055280 3.302892 -0.071 -0.060 -0.049
H -4.214284 1.160559 1.925966 -0.073 -0.159 -0.466
C 4.147623 -1.469779 2.487640 0.211 -0.244 0.272
H 3.393434 5.954963 -2.590961 -0.018 -0.509 -0.018
C 2.712453 4.417579 -1.231160 -0.017 -0.388 -0.545
H 1.013708 0.661842 -0.329118 0.461 0.012 -0.012
H 3.665503 -2.455820 2.552608 -0.144 0.412 -0.341
H 0.642011 -1.801597 -1.513795 0.241 -0.054 0.243
H -2.142765 -2.177988 1.346839 -0.029 -0.036 -0.067
C -4.698339 -1.568772 1.938151 -0.114 0.013 0.076
H -1.157081 -0.710944 4.279362 0.272 -0.088 -0.117
H 2.970018 2.489707 -6.309226 -0.165 0.062 0.125
H -1.428725 2.435804 1.278902 -0.138 -0.173 -0.115
H -5.667686 -0.611839 0.308134 0.473 -0.187 -0.175
H 2.305192 -1.561842 -2.091193 -0.207 0.275 0.186
H 1.974209 2.692603 -0.089980 0.017 0.216 0.264
H -2.227804 -3.943363 1.339510 0.116 0.152 0.076
H -3.153926 2.381139 -0.191719 -0.032 -0.147 -0.180
H -4.581164 -3.656236 2.435778 0.130 -0.068 -0.172
C 1.688806 -0.619490 -5.742650 -0.081 0.417 0.411
H -5.762855 -1.718812 2.177703 0.279 0.207 0.151
C -1.621885 1.420161 0.899009 0.116 0.338 0.246
C 1.326110 0.169973 -1.259013 1.169 1.347 -1.466
C 2.052509 2.327084 -2.184504 0.037 1.846 -1.142
C 2.213979 3.108681 -1.061875 0.119 0.146 0.162
O 1.912794 -0.589510 2.582705 2.155 0.393 -0.554
H 3.599700 0.598302 2.549958 0.127 0.283 -0.368
C 0.992969 0.332191 2.166567 -1.978 -1.052 0.133
H 3.218223 4.481946 -4.620924 -0.170 -0.204 0.295
H -4.213695 -1.093743 2.804225 -0.137 -0.173 -0.266
C 3.049424 4.918850 -2.503638 -0.245 -0.403 0.378
C -4.243779 0.865798 0.867928 -0.370 0.387 -0.198
H -4.002674 -1.088394 -0.071663 -0.092 0.085 0.106
C -2.954822 1.358162 0.143666 -0.503 -0.051 0.139
C 3.248432 -0.321949 2.095352 -1.062 -0.587 0.441
N 1.621615 0.976094 -2.302637 -0.871 -1.625 1.456
H -2.726477 -2.415231 3.933993 0.234 -0.004 -0.233
O 1.321563 1.434707 1.714546 0.549 0.109 -0.891
H -4.378981 -3.329435 0.702267 -0.158 0.025 0.146
H 0.603730 -1.011356 4.133053 -0.469 -0.113 0.173
H 4.581284 -1.295707 3.472175 0.066 0.021 -0.007
C -0.617577 -2.622691 3.456262 -0.219 0.074 0.534
C -0.365196 -1.116018 3.631787 -0.064 -0.047 -0.257
H 4.952616 -1.512739 1.757921 0.255 -0.185 0.065
C 1.401253 -0.544222 -4.357990 0.015 -0.362 -0.205
H 2.865611 5.040102 -0.355244 -0.135 -0.101 -0.114
H 0.003999 -3.003162 2.634809 -0.102 -0.102 0.118
H -0.267433 -3.063794 4.397125 0.159 -0.227 -0.189
H -0.819183 1.213674 0.192265 0.090 0.047 0.086
C -2.588590 -3.041720 1.854244 -0.055 0.084 -0.011
C -4.636514 -0.629128 0.703282 -0.157 -0.080 -0.046
H 1.964729 -1.649217 -0.345007 -0.329 0.309 0.100
C 1.679293 0.634734 -3.697241 1.019 0.790 -1.285
C 2.390722 2.823666 -3.477576 0.260 0.468 1.148
C 1.592723 -1.278841 -1.304759 -0.605 -0.471 -0.562
C 2.169140 1.768489 -4.425469 0.192 -1.352 0.048
C -1.500110 0.526114 2.104888 0.185 -0.913 1.256
O -2.459227 0.415683 2.889373 0.113 0.336 -0.646
H 3.165519 -0.236254 1.003768 0.323 0.269 0.162
H -5.067229 1.423770 0.384394 0.312 -0.046 0.251
C 2.921977 4.104164 -3.639456 -0.256 0.079 0.452
H 2.437142 0.369771 -7.501365 0.045 0.048 0.343
H -2.216527 -4.072491 3.710064 0.053 0.187 -0.149
H -2.811661 0.749865 -0.759349 -0.116 0.055 0.047
```
Positions in Å, forces in eV/Å.

=====

Entry 2:
C17H22N9RuS | wB97M-V/def2-TZVPD

Output
M   485.56 Da
E_LUMO (spin up / spin down)   -9.52 / -11.55 eV
Expectation value of S²   6.04
Total energy   -1645.88426 a.u.
Charge   +3
Spin multiplicity   5
Energy relative to the best compared isomer or geometry (same formula, charge and spin)   0.000 eV

```
50
Properties=species:S:1:pos:R:3:forces:R:3
H -1.979797 0.011353 -2.243278 -0.058 -0.009 0.115
C -2.057132 3.503328 -0.520535 -0.342 0.233 -0.167
H -3.211734 5.199825 -0.408949 0.009 0.034 -0.014
H -2.587288 -4.967123 -2.472867 0.007 -0.015 0.008
C -1.131868 -3.246321 0.052313 -0.169 -0.212 0.167
N 0.118156 -1.131205 -0.079518 -0.638 -0.292 -0.476
H -0.968905 -3.282230 1.121291 0.002 -0.015 -0.010
C 6.168190 0.010436 5.113544 -0.009 -0.060 0.003
C 4.309930 -1.870811 4.087747 0.072 0.079 0.016
C -1.523263 -3.124635 -2.711655 0.104 0.146 0.012
N 3.404348 -0.039768 2.787806 -0.187 -0.420 -0.113
H -1.973051 5.080201 0.768498 0.006 0.028 0.040
N 2.527400 -0.884508 2.207155 0.194 0.538 0.135
C 4.302306 -0.502002 3.687479 -0.039 0.094 -0.048
C -1.844898 -4.242734 -0.599745 0.059 0.046 0.146
N -2.434947 4.678966 -0.032035 0.036 -0.165 -0.097
N -1.892780 0.878666 -1.723615 0.013 -0.342 -0.221
H -3.965141 0.462336 -4.920726 0.025 -0.019 -0.043
H -4.849917 3.132466 -3.418615 -0.016 0.024 -0.014
H 6.896111 0.697466 5.521969 -0.002 -0.006 0.005
C -0.834840 -2.107706 -2.067723 0.021 -0.047 -0.384
C -3.239865 0.421096 -4.116691 -0.062 0.177 0.118
H -0.685490 3.247671 0.832280 0.059 0.054 0.057
H 3.588668 -2.557728 3.672334 -0.011 0.015 -0.006
N -1.091127 2.795353 0.023497 0.392 -0.621 -0.050
H -0.340565 -1.328739 -2.643969 -0.062 -0.016 0.046
H -1.628467 -3.115397 -3.788221 0.002 0.018 0.001
N 0.923917 -1.493086 0.787769 0.490 0.701 0.173
C 6.178779 -1.344661 5.512236 -0.003 -0.014 -0.002
C -3.995112 2.842823 -4.032982 0.067 -0.159 0.101
H -3.544157 -0.380861 -3.442188 0.024 -0.008 -0.017
H -4.378074 2.506895 -4.989099 -0.007 0.042 -0.025
C 5.241611 0.437597 4.212022 -0.022 -0.106 0.020
H 6.917838 -1.680801 6.228089 -0.005 0.002 0.001
H -3.327523 3.685475 -4.214696 -0.025 0.023 -0.013
Ru -0.427919 0.913994 -0.318981 -0.242 1.093 -0.014
H 3.418020 0.945532 2.540293 -0.010 0.065 -0.059
H -2.251676 0.229173 -4.536277 -0.005 -0.038 -0.003
H -3.367519 3.726861 -2.054361 0.011 0.037 0.013
H -2.239764 -5.075047 -0.033913 -0.006 0.006 0.009
C 1.717602 -0.428345 1.323210 0.118 -0.998 -0.009
C 5.246244 -2.270777 4.993747 0.051 0.036 0.038
C -0.652362 -2.186169 -0.694354 0.257 0.438 0.092
H 5.214542 1.468904 3.882326 -0.011 0.003 0.002
C -2.602449 1.855926 -2.281427 0.146 -0.202 0.200
N -2.711949 3.078794 -1.644568 0.087 0.093 0.081
H 5.280192 -3.300737 5.321021 0.011 0.005 0.001
S 1.584117 1.210241 0.702376 -0.122 -0.108 0.388
N -3.258348 1.720341 -3.416392 -0.130 -0.074 -0.166
C -2.040047 -4.180326 -1.971623 -0.077 -0.084 -0.039
```
Positions in Å, forces in eV/Å.

=====

Entry 3:
C15H28ClN2O6S | wB97M-V/def2-TZVPD

Output
M   399.92 Da
E_LUMO (spin up / spin down)   4.02 / 4.02 eV
Expectation value of S²   0.75
Total energy   -2007.57905 a.u.
Charge   -2
Spin multiplicity   2

```
53
Properties=species:S:1:pos:R:3:forces:R:3
H 2.599831 -2.085130 0.006621 -0.027 -0.024 0.026
H -1.026651 -1.304034 -2.015193 0.224 0.361 -0.143
C -1.996844 -1.017905 -1.616682 -0.796 -0.535 0.452
H -3.243818 -2.876592 -0.154143 -0.123 -0.123 -0.099
H -3.139174 1.758031 -1.141987 -0.109 0.266 -0.156
H 5.655307 0.445515 1.705957 0.215 -0.082 -0.106
Cl -0.989979 -1.265712 3.074734 0.045 0.042 0.031
H -2.533732 2.995797 -0.012904 -0.017 0.170 0.055
H -4.014448 2.756012 1.429110 -0.238 0.168 0.046
H -0.252826 0.025722 -0.326640 -0.041 0.297 0.168
S 2.099386 -0.533525 -4.940885 -0.036 0.053 -0.009
H -1.509123 -3.187410 -0.274616 0.159 0.086 -0.201
C -1.814668 1.092769 1.981706 0.115 -1.053 -0.069
H 4.210249 -0.360909 2.264074 -0.028 -0.392 0.073
H 0.779586 1.561959 0.204244 -0.080 0.109 -0.081
H -1.453692 1.778655 -0.672327 0.040 -0.011 -0.088
H -0.042059 -1.474759 0.508641 0.204 -0.085 -0.104
O -3.882585 -0.918439 1.374023 -0.418 -0.053 -0.531
H -2.699773 -1.765797 -1.983028 -0.114 0.028 -0.225
H 3.078949 -1.878278 -1.673187 -0.287 0.158 -0.632
C -0.664160 0.059812 1.828168 -0.262 0.135 -0.024
C -0.681997 -0.599465 0.447682 -0.350 -0.446 0.692
O 2.249523 -0.869900 -6.386227 0.003 -0.013 0.099
C -2.047541 -1.111143 -0.063695 0.339 -0.591 -1.778
H -1.411560 2.092619 2.110790 0.076 0.245 -0.395
C 3.857839 0.921271 0.598837 0.629 -1.245 0.150
H 1.854129 2.241421 1.365533 0.380 0.068 -0.031
H 4.268916 1.072342 -0.400787 -0.053 0.185 -0.100
C -4.162983 1.680355 1.433992 0.808 -0.275 -0.320
C 0.690831 0.664398 2.208954 -0.205 0.809 -0.351
H -4.993463 1.391667 0.800333 -0.263 0.146 -0.012
C 4.754194 -0.073358 1.370286 0.017 0.954 -0.060
C 2.156861 -0.145310 -0.784834 1.507 -3.241 1.307
O 1.780916 0.914657 -4.786394 0.023 -0.083 -0.064
C 1.450591 1.293583 1.017503 0.038 -0.175 0.444
H 3.921975 1.861908 1.140505 -0.451 0.218 -0.077
H 0.500075 1.459561 2.934656 -0.124 -0.055 0.175
O 0.993750 -1.355555 -4.348871 -0.067 -0.054 0.153
H 1.350425 -2.095533 -1.217284 -0.047 0.074 -0.608
H 1.341554 -0.039026 2.705678 0.109 -0.384 -0.114
H -4.327270 1.353403 2.449081 -0.282 -0.180 0.184
H -2.332076 0.876974 2.908984 0.005 -0.091 0.216
C 2.299750 -1.646583 -0.952909 0.686 -0.205 1.578
O 1.824481 0.489819 -1.688020 -1.547 3.056 -2.282
H -2.250006 -2.821457 1.280949 0.036 0.001 0.123
C -2.861220 1.046080 0.859409 -1.121 1.984 0.043
O 3.376360 -0.846345 -4.219367 0.021 -0.053 0.154
H 5.043646 -0.922459 0.762398 -0.127 -0.253 0.044
N 2.492982 0.388492 0.531320 -0.417 0.968 0.312
N -3.212991 -0.329240 0.438214 1.351 -0.138 1.882
C -2.267664 -2.590313 0.222101 -0.188 -0.002 0.614
H -2.354192 -0.066829 -1.990909 0.444 0.231 -0.123
C -2.465607 1.958186 -0.313592 0.343 -0.969 -0.239
```
Positions in Å, forces in eV/Å.